(1)
Molecular formula: C2H8O3PS
Method: DFT, the ωB97M-V functional and the def2-TZVPD basis

The HOMO energy (spin up / spin down) comes out at -13.560 / -13.757 eV. Its spin multiplicity is 1. Its total energy is -28461.496 eV. The HOMO-LUMO gap (spin up / spin down) is 5.774 / 7.041 eV. The calculation puts the molecular weight at 143.1 g mol⁻¹. For the energy above the lowest of the compared OMol25 structures with the same formula, charge and spin, the calculation gives 313.5 kJ/mol. As for the net charge: +1.

Each line ends with the Mulliken charge.
CARTESIAN COORDINATES (ANGSTROEM)
C (0.879, 2.212, -1.843)  -0.5656
C (-1.054, -1.166, 3.332)  -0.6318
O (2.337, 0.130, -0.678)  -0.4910
O (2.039, 1.949, 1.154)  -0.4485
O (0.282, 1.598, -0.674)  -0.2420
P (1.226, 0.809, 0.338)  0.8715
S (-0.361, -1.865, 1.891)  0.1179
H (1.845, 1.781, -2.051)  0.2999
H (0.962, 3.334, -1.635)  0.2528
H (0.243, 2.010, -2.780)  0.2483
H (-0.873, -0.036, 3.301)  0.2606
H (-0.779, -1.738, 4.275)  0.3261
H (-2.145, -1.316, 3.272)  0.3102
H (3.096, -0.377, -0.466)  0.3451
H (2.807, 1.755, 1.641)  0.3463

=====

(2)
Molecular formula: C2H8O4
Method: DFT, the ωB97M-V functional and the def2-TZVPD basis

The HOMO energy (spin up / spin down) comes out at -9.063 / -9.055 eV. Its spin multiplicity is 1. Its total energy is -10385.866 eV. The HOMO-LUMO gap (spin up / spin down) is 6.101 / 6.075 eV. The calculation puts the molecular weight at 96.1 g mol⁻¹. For the energy above the lowest of the compared OMol25 structures with the same formula, charge and spin, the calculation gives 851.8 kJ/mol.

Each line ends with the Mulliken charge.
CARTESIAN COORDINATES (ANGSTROEM)
C (-1.211, 0.056, -0.551)  -0.2125
C (-1.194, 1.277, 0.359)  -0.9223
O (-1.264, -1.161, 0.124)  -0.5544
H (-0.453, -1.217, 0.656)  0.3727
H (-2.035, 0.072, -1.266)  0.3703
H (-0.182, 0.071, -1.101)  0.2453
H (-2.077, 1.277, 1.002)  0.2854
H (-1.189, 2.188, -0.239)  0.2950
H (-0.303, 1.267, 0.987)  0.2337
O (1.410, -0.629, 0.747)  -0.1541
O (1.437, -0.167, -1.165)  -0.4544
O (2.588, -1.295, 0.785)  -0.2338
H (2.382, -2.199, 0.481)  0.3661
H (2.091, 0.459, -0.820)  0.3630

=====

(3)
Molecular formula: C2H8O4P
Method: DFT, the ωB97M-V functional and the def2-TZVPD basis

The HOMO energy comes out at -14.680 eV. Its spin multiplicity is 1. Its total energy is -19673.762 eV. The HOMO-LUMO gap is 6.833 eV. The calculation puts the molecular weight at 127.1 g mol⁻¹. For the energy above the lowest of the compared OMol25 structures with the same formula, charge and spin, the calculation gives 374.0 kJ/mol. As for the net charge: +1.

Each line ends with the Mulliken charge.
CARTESIAN COORDINATES (ANGSTROEM)
C (2.090, -0.729, -0.606)  -0.8617
C (1.565, 0.508, 0.124)  -0.2211
O (-3.775, -0.601, 0.612)  -0.3737
O (-1.953, 1.229, 0.270)  -0.3866
O (-1.521, -1.027, 1.652)  -0.3407
O (0.308, 0.846, -0.329)  -0.5999
P (-2.502, -0.026, 1.119)  1.0282
H (1.352, -1.007, -1.418)  0.2728
H (3.082, -0.431, -1.119)  0.2692
H (2.216, -1.502, 0.174)  0.2692
H (2.182, 1.517, -0.125)  0.2420
H (1.568, 0.299, 1.145)  0.3447
H (-4.091, -1.195, -0.121)  0.4478
H (-0.965, 1.276, 0.003)  0.5745
H (0.444, 0.842, -1.380)  0.3354

=====

(4)
Molecular formula: C2H8O4P
Method: DFT, the ωB97M-V functional and the def2-TZVPD basis

The HOMO energy comes out at -14.691 eV. Its spin multiplicity is 1. Its total energy is -19675.449 eV. The HOMO-LUMO gap is 9.260 eV. The calculation puts the molecular weight at 127.1 g mol⁻¹. For the energy above the lowest of the compared OMol25 structures with the same formula, charge and spin, the calculation gives 211.2 kJ/mol. As for the net charge: +1.

Each line ends with the Mulliken charge.
CARTESIAN COORDINATES (ANGSTROEM)
C (1.769, -0.441, 0.325)  -0.9749
C (1.403, 0.825, -0.346)  -0.0811
O (-1.673, -1.135, 1.134)  -0.4339
O (-2.443, 0.906, 0.231)  -0.4208
O (-1.141, -0.635, -1.302)  -0.3792
O (0.245, 1.349, 0.043)  -0.3841
P (-1.253, -0.041, 0.109)  0.9230
H (0.894, -1.120, 0.285)  0.2476
H (2.494, -0.881, -0.250)  0.3865
H (2.006, -0.232, 1.405)  0.2819
H (1.311, 0.519, -1.391)  0.2861
H (2.209, 1.632, -0.237)  0.3254
H (-2.267, -0.954, 1.914)  0.4090
H (-2.447, 1.774, -0.260)  0.3958
H (-1.109, -1.565, -1.660)  0.4187

=====

(5)
Molecular formula: C2H8O8P2SSe3TeV
Method: DFT, the ωB97M-V functional and the def2-TZVPD basis

The HOMO energy (spin up / spin down) comes out at -7.539 / -7.590 eV. Its spin multiplicity is 2. Its total energy is -277022.314 eV. The HOMO-LUMO gap (spin up / spin down) is 5.858 / 6.012 eV. The calculation puts the molecular weight at 669.5 g mol⁻¹.

Each line ends with the Mulliken charge.
CARTESIAN COORDINATES (ANGSTROEM)
V (-0.099, -0.803, 0.856)  0.6236
Se (-2.052, -0.518, 1.861)  0.0556
Se (-3.053, 1.386, 2.178)  -0.2859
Te (-0.356, 2.601, 3.130)  -0.1363
Se (0.644, 0.464, 2.447)  -0.0945
O (2.599, -1.702, 1.119)  -0.3541
P (2.034, -1.817, -0.386)  0.6621
O (3.076, -1.943, -1.391)  -0.7482
O (1.062, -0.630, -0.459)  -0.1175
O (1.116, -3.167, -0.298)  -0.1617
P (-0.289, -3.115, 0.492)  0.8109
O (-0.608, -4.618, 0.808)  -0.4877
O (-1.297, -2.358, -0.295)  -0.3363
O (-0.036, -2.389, 1.813)  -0.3345
H (3.542, -1.929, 1.135)  0.2998
H (-0.888, -5.144, 0.043)  0.3663
C (-1.491, 3.358, -0.710)  -0.9764
S (-0.108, 2.252, -0.423)  0.5310
C (0.479, 2.137, -2.129)  -1.0495
O (-0.818, 0.925, -0.186)  -0.3353
H (-1.114, 4.305, -1.096)  0.4422
H (-1.980, 3.504, 0.250)  0.2558
H (-2.169, 2.878, -1.413)  0.3230
H (0.863, 3.109, -2.436)  0.4345
H (-0.338, 1.810, -2.770)  0.3185
H (1.280, 1.402, -2.139)  0.2945

=====

(6)
Molecular formula: C2H8OP2
Method: DFT, the ωB97M-V functional and the def2-TZVPD basis

The HOMO energy comes out at -8.939 eV. Its spin multiplicity is 1. Its total energy is -22825.456 eV. The HOMO-LUMO gap is 8.173 eV. The calculation puts the molecular weight at 110.0 g mol⁻¹. For the energy above the lowest of the compared OMol25 structures with the same formula, charge and spin, the calculation gives 171.7 kJ/mol.

Each line ends with the Mulliken charge.
CARTESIAN COORDINATES (ANGSTROEM)
C (-1.770, -0.585, -1.007)  -0.5632
C (1.435, -0.840, 0.688)  -0.7739
O (-1.052, 0.173, -0.095)  -0.5515
P (1.240, 2.316, 0.389)  -0.0984
P (1.230, 0.391, -0.668)  0.2300
H (-2.807, -0.405, -0.765)  0.2284
H (-1.530, -1.649, -0.813)  0.2430
H (-1.535, -0.281, -2.040)  0.2373
H (0.323, -1.224, 0.742)  0.2113
H (1.648, -0.457, 1.628)  0.3492
H (2.029, -1.826, 0.476)  0.3186
H (0.781, 1.888, 1.647)  0.0656
H (0.011, 2.500, -0.180)  0.1037

=====

(7)
Molecular formula: C2H8OP2
Method: DFT, the ωB97M-V functional and the def2-TZVPD basis

The HOMO energy comes out at -7.567 eV. Its spin multiplicity is 1. Its total energy is -22825.806 eV. The HOMO-LUMO gap is 8.226 eV. The calculation puts the molecular weight at 110.0 g mol⁻¹. For the energy above the lowest of the compared OMol25 structures with the same formula, charge and spin, the calculation gives 137.9 kJ/mol. As for the SMILES: C[P@H](=P)CO.

Each line ends with the Mulliken charge.
CARTESIAN COORDINATES (ANGSTROEM)
C (-0.971, 0.018, -1.199)  -1.0146
P (-0.156, 0.223, 0.918)  0.1580
P (0.416, 2.013, 1.702)  -0.1232
C (1.299, -0.933, 0.797)  -0.7238
O (2.227, -0.580, -0.183)  -0.4863
H (-0.317, -0.761, -1.561)  0.3206
H (-1.992, -0.130, -1.151)  0.3920
H (-0.694, 1.053, -1.485)  0.2790
H (-1.151, -0.659, 1.519)  0.0924
H (-0.973, 2.140, 1.469)  -0.0143
H (1.751, -1.075, 1.773)  0.4156
H (0.826, -1.817, 0.467)  0.3739
H (2.648, 0.187, 0.150)  0.3307

=====

(8)
Molecular formula: C2H8OP2S
Method: DFT, the ωB97M-V functional and the def2-TZVPD basis

The HOMO energy comes out at -9.224 eV. Its spin multiplicity is 1. Its total energy is -33662.964 eV. The HOMO-LUMO gap is 9.307 eV. The calculation puts the molecular weight at 142.1 g mol⁻¹. For the energy above the lowest of the compared OMol25 structures with the same formula, charge and spin, the calculation gives 76.7 kJ/mol.

Each line ends with the Mulliken charge.
CARTESIAN COORDINATES (ANGSTROEM)
C (-1.846, 0.898, 0.149)  -1.0886
C (-0.383, 1.138, 0.512)  -0.4483
O (3.065, -1.855, -0.171)  -0.5708
P (2.180, -0.916, 0.553)  0.4205
P (0.878, 0.405, -0.745)  0.1475
S (2.590, 1.123, 0.313)  -0.2158
H (-2.166, 1.541, -0.700)  0.3039
H (-2.102, -0.149, 0.005)  0.3353
H (-2.433, 1.176, 1.023)  0.3219
H (0.027, 0.778, 1.555)  0.3713
H (-0.233, 2.255, 0.269)  0.2673
H (-0.809, -3.067, -2.354)  0.1900
H (1.872, -1.044, 1.938)  0.1519
H (-0.640, -2.283, -2.345)  -0.1860

=====

(9)
Molecular formula: C2H8OS2
Method: DFT, the ωB97M-V functional and the def2-TZVPD basis

The HOMO energy comes out at -8.429 eV. Its spin multiplicity is 1. Its total energy is -25916.949 eV. The HOMO-LUMO gap is 4.516 eV. The calculation puts the molecular weight at 112.2 g mol⁻¹. For the energy above the lowest of the compared OMol25 structures with the same formula, charge and spin, the calculation gives 481.1 kJ/mol.

Each line ends with the Mulliken charge.
CARTESIAN COORDINATES (ANGSTROEM)
C (-1.464, -0.212, 0.865)  -0.5986
S (-1.697, 0.954, -0.518)  -0.0028
S (1.788, -0.533, 0.513)  -0.1928
C (1.317, 1.155, 0.359)  -0.7863
H (-0.809, -1.006, 0.504)  0.1306
H (-2.493, -0.459, 1.051)  0.3406
H (-1.030, 0.298, 1.725)  0.2675
H (0.694, 1.599, 1.205)  0.3124
H (0.786, 1.482, -0.590)  0.2825
H (2.164, 1.837, 0.408)  0.3275
H (-0.008, -2.293, -2.370)  0.2815
H (0.624, -1.406, -1.153)  0.1943
O (0.127, -1.415, -1.998)  -0.5564

=====

(10)
Molecular formula: C2H8OS2
Method: DFT, the ωB97M-V functional and the def2-TZVPD basis

The HOMO energy (spin up / spin down) comes out at -12.979 / -12.971 eV. Its spin multiplicity is 2. Its total energy is -25911.452 eV. The HOMO-LUMO gap (spin up / spin down) is 7.185 / 3.277 eV. The calculation puts the molecular weight at 112.2 g mol⁻¹. For the energy above the lowest of the compared OMol25 structures with the same formula, charge and spin, the calculation gives 201.0 kJ/mol. As for the net charge: +1.

Each line ends with the Mulliken charge.
CARTESIAN COORDINATES (ANGSTROEM)
S (-4.474, -1.083, 1.001)  0.1592
S (-2.735, -1.417, 2.064)  0.1839
H (-4.709, -2.336, 0.537)  0.3243
H (-3.434, -1.314, 3.213)  0.3224
C (1.131, 0.586, -1.089)  -0.3305
O (0.574, -0.126, 0.046)  -0.5121
C (2.459, 1.257, -0.692)  -0.8092
H (1.305, -0.021, -1.978)  0.2782
H (0.359, 1.321, -1.309)  0.2500
H (1.113, -0.926, 0.038)  0.3096
H (2.336, 2.313, -0.520)  0.2427
H (2.878, 0.709, 0.153)  0.2658
H (3.199, 1.038, -1.463)  0.3157

=====

(11)
Molecular formula: C2H8S2
Method: DFT, the ωB97M-V functional and the def2-TZVPD basis

The HOMO energy comes out at -8.551 eV. Its spin multiplicity is 1. Its total energy is -23873.195 eV. The HOMO-LUMO gap is 9.283 eV. The calculation puts the molecular weight at 96.2 g mol⁻¹. For the energy above the lowest of the compared OMol25 structures with the same formula, charge and spin, the calculation gives 91.8 kJ/mol. As for the SMILES: CSC.S.

Each line ends with the Mulliken charge.
CARTESIAN COORDINATES (ANGSTROEM)
C (0.701, -1.238, -1.075)  -0.5919
S (1.669, -1.440, 0.461)  -0.0904
C (1.035, 0.169, 1.115)  -0.8628
H (0.054, -0.471, -0.892)  0.1280
H (1.303, -1.040, -1.928)  0.2699
H (0.208, -2.234, -1.249)  0.2759
H (0.034, -0.055, 1.491)  0.2873
H (0.958, 0.953, 0.330)  0.2519
H (1.896, 0.628, 1.653)  0.3486
S (-2.988, 1.498, 0.493)  -0.2740
H (-1.747, 1.890, 0.442)  0.1092
H (-3.123, 1.341, -0.842)  0.1485

=====

(12)
Molecular formula: C2H8S2
Method: DFT, the ωB97M-V functional and the def2-TZVPD basis

The HOMO energy comes out at -9.004 eV. Its spin multiplicity is 1. Its total energy is -23873.804 eV. The HOMO-LUMO gap is 9.741 eV. The calculation puts the molecular weight at 96.2 g mol⁻¹. For the energy above the lowest of the compared OMol25 structures with the same formula, charge and spin, the calculation gives 33.0 kJ/mol. As for the SMILES: CCS.S.

Each line ends with the Mulliken charge.
CARTESIAN COORDINATES (ANGSTROEM)
C (0.046, 0.809, 0.905)  -0.9015
C (0.782, 1.627, -0.116)  -0.4093
S (1.836, 0.508, -1.212)  -0.2328
H (0.672, -0.021, 1.214)  0.3401
H (-0.890, 0.391, 0.519)  0.1624
H (-0.268, 1.415, 1.759)  0.3304
H (0.290, 2.302, -0.803)  0.3640
H (1.572, 2.206, 0.367)  0.2530
H (0.916, -0.442, -1.491)  0.0994
S (-1.079, -3.113, -0.485)  -0.2675
H (-1.625, -2.048, 0.152)  0.1214
H (-2.252, -3.635, -0.808)  0.1402